1.
Molecular formula: C49H102Br2F3GaI2N9O9
Method: DFT, ωB97M-V with the def2-TZVPD basis set

Summary:
Energy = -11066.0554 hartree
E_LUMO = 1.66 eV
Charge = -1

Geometry (Å):
C -0.66566 -0.99954 -1.32015
C -2.19165 -0.95663 -1.39489
C -2.87000 -2.18304 -0.79013
C -2.51886 -3.49771 -1.48385
C -3.13973 -4.69757 -0.77707
C -2.73457 -6.08879 -1.29791
C -1.31203 -6.22801 -1.84468
C -0.19862 -6.36422 -0.78790
C 0.58928 -5.08034 -0.49377
C 0.07221 -4.20776 0.65753
C -0.30506 -4.95455 1.94153
C -0.17453 -4.05638 3.18108
C 1.17049 -4.22201 3.88404
C 1.40932 -3.17219 4.97148
Ga 1.70685 -1.30697 4.22757
C 0.10333 -0.08899 4.30357
C 2.13099 -1.41103 2.21859
C 2.69831 -0.08734 1.71964
C 2.47346 0.21312 0.22408
F 1.92376 -0.81632 -0.46541
Br 1.27274 1.74968 -0.00965
C 3.77615 0.57194 -0.51129
F 3.55130 0.97888 -1.77152
F 4.40295 1.57580 0.11850
Br 4.96414 -0.95794 -0.60776
C 3.41432 -0.54919 5.14332
I 5.24126 -1.25988 4.27088
C 3.61638 0.22277 6.20444
C 4.89909 0.70466 6.83292
I 1.89078 0.86808 7.26061
H -0.22910 -0.03773 -1.59454
H -0.34472 -1.21569 -0.29779
H -0.24221 -1.76523 -1.97084
H -2.52432 -0.81467 -2.42833
H -2.52875 -0.07460 -0.83983
H -3.95670 -2.05422 -0.83666
H -2.60210 -2.25284 0.27044
H -1.43186 -3.59923 -1.52789
H -2.88092 -3.46058 -2.51505
H -2.96028 -4.61489 0.30024
H -4.22407 -4.60977 -0.90605
H -2.82110 -6.79438 -0.46297
H -3.45034 -6.42128 -2.04777
H -1.07503 -5.40773 -2.52867
H -1.30213 -7.13585 -2.45372
H -0.62707 -6.76992 0.13167
H 0.50881 -7.11799 -1.14779
H 1.63823 -5.31318 -0.29189
H 0.59245 -4.47608 -1.40856
H 0.86675 -3.49972 0.91602
H -0.77719 -3.59725 0.33913
H 0.32592 -5.84203 2.06225
H -1.33774 -5.31012 1.86503
H -0.29615 -3.00958 2.88342
H -0.98082 -4.27320 3.88696
H 1.19550 -5.23647 4.31029
H 1.96624 -4.19661 3.12932
H 0.54334 -3.17249 5.64298
H 2.29166 -3.45874 5.55430
H 0.37095 0.97209 4.33651
H -0.46720 -0.30408 5.21088
H -0.56508 -0.28144 3.46288
H 2.77332 -2.24643 1.93096
H 1.14465 -1.55158 1.76704
H 2.26914 0.74417 2.28131
H 3.77507 -0.04385 1.88950
H 4.71309 1.47166 7.58089
H 5.43198 -0.12651 7.29864
H 5.54446 1.13510 6.06434
C -4.09032 -4.58218 -4.94839
O -4.44050 -4.98763 -3.85409
N -3.33334 -5.31138 -5.79868
C -2.90312 -4.78413 -7.07139
C -2.94131 -6.65675 -5.40907
H -4.33662 -3.57771 -5.32118
H -3.27451 -5.39682 -7.89857
H -1.81165 -4.75030 -7.13425
H -3.28914 -3.77272 -7.18349
H -3.81364 -7.29112 -5.25364
H -2.38105 -6.64721 -4.47568
H -2.32291 -7.07833 -6.20031
C -3.57013 0.17376 4.25430
O -3.09787 -0.93997 4.29844
N -4.10338 0.81651 5.31819
C -4.59726 2.17014 5.23423
C -4.14325 0.12285 6.59371
H -3.55911 0.79168 3.33842
H -4.03409 2.82259 5.90586
H -5.65243 2.22327 5.51398
H -4.48746 2.53452 4.21348
H -3.13624 -0.16694 6.89789
H -4.74099 -0.78648 6.51512
H -4.57107 0.78529 7.34322
C 6.67487 0.34934 -6.16433
O 5.86985 -0.44008 -6.62486
N 6.47542 1.11588 -5.08030
C 7.47620 2.04415 -4.59955
C 5.21384 1.03179 -4.35887
H 7.66993 0.50593 -6.61979
H 7.77816 1.79126 -3.58041
H 7.08263 3.06184 -4.60111
H 8.35411 1.99715 -5.24345
H 5.05190 0.01927 -3.98873
H 4.38570 1.29544 -5.01618
H 5.24256 1.72982 -3.53071
C -3.13710 3.36280 8.86439
O -4.27639 2.95215 8.74549
N -2.75273 4.62606 8.59327
C -1.37843 5.05812 8.73235
C -3.75813 5.56940 8.13879
H -2.30681 2.71864 9.19746
H -1.29571 5.86886 9.45959
H -0.97997 5.40522 7.77708
H -0.77043 4.22229 9.07343
H -4.54460 5.68365 8.88562
H -4.22373 5.22212 7.21574
H -3.28354 6.53203 7.96231
C -3.25773 -0.80976 -6.90374
O -3.93268 -1.48646 -6.15119
N -3.76215 -0.06002 -7.90411
C -2.91968 0.73290 -8.77194
C -5.20139 -0.05437 -8.09911
H -2.15958 -0.75189 -6.82484
H -3.17376 1.79265 -8.70150
H -3.02485 0.41891 -9.81277
H -1.87947 0.60784 -8.47675
H -5.70894 0.30470 -7.20357
H -5.56590 -1.06086 -8.30684
H -5.44055 0.59684 -8.93692
C 3.99143 5.10893 -3.89762
O 4.76164 4.17324 -4.02392
N 3.25342 5.33847 -2.79793
C 2.35815 6.46850 -2.68644
C 3.35930 4.40608 -1.68343
H 3.83808 5.86127 -4.69032
H 2.63952 7.10741 -1.84694
H 1.32941 6.13993 -2.52855
H 2.40146 7.05740 -3.60191
H 4.38564 4.36292 -1.31635
H 3.07107 3.40488 -1.99573
H 2.69823 4.73225 -0.88343
C 1.13325 6.79481 1.81524
O 0.71090 7.33547 0.80482
N 2.41162 6.84129 2.22660
C 2.85399 6.17306 3.43588
C 3.37487 7.57440 1.42646
H 0.48522 6.20896 2.48572
H 3.26660 6.89247 4.14551
H 3.61486 5.42477 3.20871
H 2.00854 5.67060 3.90116
H 3.08850 8.62393 1.34100
H 3.43489 7.15862 0.41991
H 4.35101 7.50533 1.90020
C -1.89236 -10.10846 -3.27051
O -2.59132 -9.15559 -3.54708
N -1.06505 -10.72179 -4.14527
C -0.24322 -11.84914 -3.76808
C -1.00414 -10.21021 -5.50185
H -1.86489 -10.55298 -2.26133
H 0.81731 -11.62265 -3.89858
H -0.48632 -12.73023 -4.36680
H -0.41708 -12.08535 -2.71973
H -0.68341 -9.16762 -5.50457
H -1.98491 -10.25937 -5.97704
H -0.29527 -10.80622 -6.07268
C 0.13655 10.48478 2.75007
O 0.01114 10.82598 3.91192
N -0.03051 11.31021 1.69654
C 0.13781 10.85557 0.33203
C -0.38784 12.69225 1.95465
H 0.39965 9.45688 2.45108
H 0.93298 11.41793 -0.16371
H -0.78625 10.98358 -0.23593
H 0.39998 9.79766 0.33010
H 0.37397 13.18162 2.56289
H -1.33279 12.75253 2.49594
H -0.48216 13.21438 1.00492



2.
Molecular formula: C49H106F3O32Sn2
Method: DFT, ωB97M-V with the def2-TZVPD basis set

Summary:
Energy = -5065.8014 hartree
E_LUMO = -4.08 eV
Charge = +1

Geometry (Å):
Sn 0.13819 -3.15715 3.22257
Sn 3.15821 -0.43780 -0.07456
O -1.69812 1.21023 0.57831
C -0.94793 0.10908 0.90648
O -1.35617 -0.62122 1.81194
O 0.02409 -0.11262 0.13810
H -1.17567 1.44541 -0.19198
O 2.30730 0.81704 4.83468
C 2.38698 0.51345 3.54718
O 2.11142 -0.59791 3.11516
O 2.80253 1.35835 2.78303
H 2.46486 1.75551 4.70795
O 2.99901 -5.32823 0.44410
C 3.24550 -4.05915 0.47950
O 4.11596 -3.60807 -0.27816
O 2.48924 -3.32176 1.05122
H 3.67217 -5.49971 -0.21852
C -0.79997 -7.16584 -3.18473
O -1.07903 -6.42365 -1.99930
C 0.04739 -6.42975 -1.05078
C -0.44197 -5.89594 0.36139
O -0.63942 -4.49498 0.32056
C -1.91862 -3.96343 -0.15146
C -3.01047 -4.38647 0.88838
O -2.60699 -4.05426 2.21155
C -3.45823 -4.47070 3.27557
H -0.60489 -8.20160 -2.90681
H 0.05022 -6.90329 -3.81430
H -1.67206 -7.10335 -3.83560
H 0.88732 -5.86021 -1.44857
H 0.39245 -7.45784 -0.94092
H 0.35794 -5.95672 1.09933
H -1.27689 -6.47337 0.75837
H -2.11501 -4.21838 -1.19286
H -1.84845 -2.87633 -0.18862
H -3.24949 -5.41155 0.60520
H -3.93142 -3.86100 0.63570
H -4.39933 -3.92127 3.29962
H -3.00507 -4.45857 4.26683
H -3.78852 -5.50936 3.26169
C 3.17931 -5.03640 4.12684
O 2.69036 -3.79914 4.64430
C 2.58143 -3.76881 6.07480
C 2.11872 -2.36275 6.66762
O 0.86450 -1.98521 6.00730
C 0.08719 -1.04632 6.78000
C -1.14793 -0.66841 5.94265
O -2.02183 -1.72041 5.50796
C -2.62127 -2.36128 6.70376
H 4.06758 -5.47294 4.58347
H 3.33559 -4.88984 3.05811
H 2.49090 -5.87901 4.06196
H 3.52092 -3.96345 6.59207
H 1.81506 -4.49780 6.33810
H 2.81053 -1.56030 6.41155
H 2.04831 -2.50175 7.74642
H 0.74226 -0.19370 6.95898
H -0.09289 -1.43629 7.78180
H -0.65700 -0.31228 5.03697
H -1.67587 0.13827 6.45121
H -1.97214 -3.17380 7.03017
H -3.62250 -2.64502 6.37954
H -2.86506 -1.63131 7.47563
C 4.57885 0.48084 -7.33029
O 3.19198 0.30895 -7.23517
C 2.49300 0.79486 -8.43139
C 0.97843 0.86539 -8.15653
O 0.73281 1.56898 -7.00505
C -0.54215 2.12207 -6.92360
C -1.55673 1.01983 -6.72368
O -1.21579 0.34778 -5.54209
C -2.15636 -0.58355 -4.95037
H 4.93525 0.14630 -8.30453
H 5.13473 0.04204 -6.50170
H 4.86035 1.53139 -7.25826
H 2.80310 0.17086 -9.26957
H 2.82783 1.81534 -8.61744
H 0.64364 -0.17143 -8.12449
H 0.50985 1.38052 -8.99509
H -0.79405 2.72480 -7.79615
H -0.55628 2.82050 -6.08689
H -1.73157 0.27207 -7.49724
H -2.54610 1.46939 -6.63921
H -1.76400 -0.87683 -3.97665
H -2.18655 -1.45989 -5.59784
H -3.10253 -0.05568 -4.83122
C -6.75370 -1.02129 6.90360
O -7.09898 -1.13454 5.49024
C -7.04983 -2.44707 4.93438
C -7.37022 -2.47043 3.39928
O -6.26343 -2.15043 2.55544
C -5.67463 -0.91660 2.83423
C -4.65679 -0.44499 1.74316
O -5.24028 -0.29527 0.41237
C -4.36222 -0.28428 -0.67429
H -5.89740 -1.63775 7.17712
H -7.61634 -1.22422 7.53824
H -6.39901 -0.02297 7.15982
H -7.69637 -3.21389 5.36110
H -5.99726 -2.72250 5.00041
H -8.10653 -1.75131 3.04038
H -7.83774 -3.41639 3.12599
H -5.08678 -0.86672 3.75076
H -6.44017 -0.14068 2.83883
H -3.88228 -1.20675 1.65392
H -4.17231 0.49653 2.00190
H -4.86283 -0.28135 -1.64252
H -3.78343 -1.20771 -0.69305
H -3.62231 0.51608 -0.68116
C 6.40605 -1.33699 -1.48216
O 5.24588 -1.07020 -2.23160
C 5.44451 -0.06712 -3.20837
C 4.12616 0.28055 -3.86538
O 3.19738 0.68320 -2.86302
C 1.86294 0.52677 -3.29786
C 1.37111 -0.96351 -3.54984
O 1.88281 -1.76442 -2.49705
C 1.05408 -2.95368 -2.37710
H 7.31988 -1.42674 -2.06949
H 6.23901 -2.32456 -1.05214
H 6.54907 -0.60428 -0.68794
H 6.21304 -0.41371 -3.89928
H 5.98076 0.81862 -2.86781
H 3.87531 -0.61825 -4.42870
H 4.19250 1.01727 -4.66597
H 1.77917 1.17391 -4.17096
H 1.19197 0.91561 -2.53190
H 1.61889 -1.44293 -4.49686
H 0.28626 -0.86780 -3.59519
H 1.12257 -3.54203 -3.29212
H -0.01178 -2.81086 -2.19919
H 1.36206 -3.59353 -1.55016
C -1.83933 9.62198 0.39239
O -1.83694 8.24041 0.51820
C -2.84005 7.54658 -0.19987
C -2.63482 6.02442 -0.27328
O -2.85771 5.54865 1.02566
C -2.79077 4.14084 1.12220
C -2.93500 3.72870 2.61313
O -1.76453 3.90185 3.39375
C -0.80482 2.81882 3.24064
H -1.97587 9.87248 -0.65961
H -0.86313 10.02858 0.65663
H -2.59394 10.14718 0.97791
H -2.84841 7.88992 -1.23436
H -3.80012 7.80333 0.24784
H -1.56775 5.91193 -0.46515
H -3.26580 5.54387 -1.02096
H -1.83784 3.79920 0.71807
H -3.60380 3.71564 0.53375
H -3.22542 2.68252 2.70937
H -3.70185 4.34467 3.08285
H -1.11747 1.78463 3.38487
H -0.00610 2.90085 3.97779
H -0.33670 2.90275 2.25986
C 5.87423 -1.50394 2.44033
O 5.54574 -0.30137 1.79926
C 6.38779 0.76032 1.94857
C 5.81276 1.97873 1.25424
O 5.45077 1.69119 -0.09489
C 5.09738 2.79724 -0.88595
C 3.85845 3.46919 -0.48224
O 2.75956 2.56805 -0.44939
C 1.61767 3.26442 -0.04382
H 6.49215 -2.07434 1.74683
H 4.93989 -2.04440 2.59196
H 6.38132 -1.41456 3.40103
H 7.38463 0.46146 1.62438
H 6.48868 0.97764 3.01191
H 6.55234 2.77912 1.23192
H 4.89630 2.34866 1.71399
H 5.01509 2.37772 -1.88861
H 5.95031 3.47388 -0.93843
H 3.60778 4.31625 -1.12081
H 4.06900 3.89650 0.49814
H 1.74562 3.46122 1.02060
H 0.79272 2.55659 -0.12477
H 1.36658 4.11498 -0.67754
C -0.16888 6.57987 -4.70411
C -0.26296 5.33757 -3.74899
O -1.36991 4.54424 -4.12040
C -1.91059 3.76196 -3.22321
O -1.41622 3.48025 -2.13993
C -3.23297 3.14364 -3.72823
F -4.22491 3.54262 -2.99568
F -3.45250 3.37634 -5.01707
F -3.08403 1.79565 -3.48533
H 0.83541 7.00342 -4.69371
H -0.88818 7.37547 -4.50988
H -0.28830 6.27409 -5.74350
H -0.42798 5.58364 -2.70003
H 0.57379 4.64191 -3.81238